1.
C15H11Cl2N2O6 | wB97M-V/def2-TZVPD

Geometry as ORCA input:
```
! RIJCOSX wB97M-V def2-TZVPD def2/J DEFGRID3
* xyz -1 1
N -3.41 -2.33 3.72
C -2.47 -1.71 3.40
C -1.31 -0.98 3.06
C -1.33 0.37 2.84
C -2.55 1.09 2.76
N -3.55 1.71 2.70
C -0.10 1.14 2.60
O -0.12 2.29 2.18
C 1.16 0.39 2.84
Cl 2.57 1.34 2.94
C 1.18 -0.97 2.94
Cl 2.62 -1.87 2.99
C -0.07 -1.77 2.98
O -0.11 -3.00 2.92
H -2.88 -0.68 0.24
C -1.91 -1.17 0.23
C -1.90 -2.60 0.29
O -1.06 -3.40 -0.09
O -3.09 -2.98 0.87
C -3.19 -4.38 1.18
C -4.53 -4.54 1.84
C -0.79 -0.42 -0.20
O 0.36 -0.77 -0.42
O -1.19 0.90 -0.28
C -0.33 1.70 -1.11
C -1.02 3.03 -1.25
H -3.12 -4.96 0.26
H -2.36 -4.66 1.85
H -4.65 -5.57 2.19
H -4.62 -3.84 2.68
H -5.32 -4.33 1.11
H 0.66 1.79 -0.64
H -0.23 1.20 -2.09
H -0.43 3.69 -1.88
H -2.01 2.88 -1.71
H -1.15 3.47 -0.25
*
```

Its orbital gap is 4.6 eV. As for the HOMO energy: -4.30 eV.


2.
C4H9FN | wB97M-V/def2-TZVPD

Geometry as ORCA input:
```
! RIJCOSX wB97M-V def2-TZVPD def2/J DEFGRID3
* xyz 1 1
C 1.31 0.16 0.15
C 1.89 -1.14 0.13
C -1.01 1.67 0.06
C -1.34 -0.75 -0.31
N -0.58 0.30 0.13
F 1.82 1.24 0.55
H 1.30 -1.88 0.82
H 1.72 -1.63 -0.89
H 2.93 -1.10 0.32
H -1.63 1.78 0.99
H -1.54 2.10 -0.93
H -0.12 2.36 0.40
H -1.33 -1.62 0.20
H -1.06 -1.00 -1.30
H -2.36 -0.51 -0.32
*
```

Its orbital gap (alpha / beta) is 7.4 / 8.4 eV. As for the HOMO energy (alpha / beta): -13.80 / -14.27 eV. The relative energy (zero: lowest compared OMol25 entry of this formula, charge and spin) comes out at 507.2 kJ/mol.


3.
C5H10N | wB97M-V/def2-TZVPD

Geometry as ORCA input:
```
! RIJCOSX wB97M-V def2-TZVPD def2/J DEFGRID3
* xyz 1 1
C 1.77 0.45 -0.52
C 0.71 -0.52 -0.06
C -0.60 0.08 0.08
N -1.75 -0.89 -0.24
C -0.87 1.17 1.11
C -0.80 1.52 -0.18
H 1.73 0.85 -1.58
H 2.71 -0.08 -0.45
H 1.74 1.30 0.18
H 1.10 -1.13 0.73
H 0.56 -1.23 -0.96
H -2.69 -0.59 -0.64
H -2.01 -1.39 0.70
H -1.24 -1.63 -0.93
H -0.97 1.34 2.14
H -0.85 2.17 -0.93
*
```

Its orbital gap is 11.2 eV. As for the HOMO energy: -14.92 eV. The relative energy (zero: lowest compared OMol25 entry of this formula, charge and spin) comes out at 292.2 kJ/mol. The structure (SMILES) is CCC1([NH3+])C=C1.


4.
C2H3OY | wB97M-V/def2-TZVPD

Geometry as ORCA input:
```
! RIJCOSX wB97M-V def2-TZVPD def2/J DEFGRID3
* xyz 2 1
O -0.81 1.14 0.50
C 0.15 0.51 -0.25
Y 2.39 1.28 -0.29
H -1.68 0.79 0.30
C 0.03 -0.86 -0.08
H 0.75 -1.52 -0.57
H -0.82 -1.34 0.40
*
```

Its orbital gap (alpha / beta) is 5.9 / 5.9 eV. As for the HOMO energy (alpha / beta): -17.76 / -17.76 eV. The relative energy (zero: lowest compared OMol25 entry of this formula, charge and spin) comes out at 161.3 kJ/mol.


5.
C6H9N2 | wB97M-V/def2-TZVPD

Geometry as ORCA input:
```
! RIJCOSX wB97M-V def2-TZVPD def2/J DEFGRID3
* xyz 1 1
C 3.75 -1.16 0.22
C -2.63 -1.43 0.29
C 3.40 -0.09 -0.16
C -2.05 -0.47 -0.10
C -1.48 1.71 0.33
C 0.24 0.26 -0.71
N 0.56 -0.83 -0.11
N -1.23 0.55 -0.55
H 3.86 -2.17 0.43
H -3.41 -2.10 0.49
H -1.25 1.49 1.31
H -0.67 2.59 0.09
H -2.50 2.20 0.10
H 3.30 0.93 -0.34
H -0.04 -1.36 0.39
H 1.48 -1.07 -0.12
H -1.33 0.93 -1.54
*
```

Its orbital gap is 10.7 eV. As for the HOMO energy: -14.23 eV. The relative energy (zero: lowest compared OMol25 entry of this formula, charge and spin) comes out at 828.7 kJ/mol.


6.
C3H7NO | wB97M-V/def2-TZVPD

Geometry as ORCA input:
```
! RIJCOSX wB97M-V def2-TZVPD def2/J DEFGRID3
* xyz 0 1
C 0.22 -1.60 -0.17
C -0.25 -0.47 0.76
N -0.05 0.91 0.19
C -1.03 1.36 -0.63
O -2.05 0.73 -0.81
H 0.22 -2.57 0.34
H 1.24 -1.40 -0.51
H -0.42 -1.69 -1.05
H 0.32 -0.47 1.68
H -1.32 -0.65 1.02
H 0.79 1.49 0.20
H -0.84 2.33 -1.12
*
```

Its orbital gap is 10.7 eV. As for the HOMO energy: -9.77 eV. The relative energy (zero: lowest compared OMol25 entry of this formula, charge and spin) comes out at 57.4 kJ/mol. The structure (SMILES) is CCNC=O.


7.
C30H64N3O5 | wB97M-V/def2-TZVPD

Geometry as ORCA input:
```
! RIJCOSX wB97M-V def2-TZVPD def2/J DEFGRID3
* xyz -1 1
C 0.87 -2.25 -0.61
C 0.72 -2.50 -2.09
C 1.96 -2.42 -2.95
C -0.45 -2.75 -2.68
C -1.80 -2.86 -2.00
C -2.82 -2.06 -2.83
C -3.89 -1.33 -2.02
C -4.76 -0.48 -2.95
C -3.33 -0.56 -0.81
C -2.04 0.19 -1.06
O -2.24 1.60 -1.34
C -1.74 1.86 -2.59
O -2.45 1.86 -3.54
O -0.43 2.13 -2.64
C 0.41 0.99 -3.09
O 1.51 0.96 -2.54
O -0.10 0.23 -3.92
H 1.89 -2.51 -0.32
H 0.17 -2.87 -0.05
H 0.69 -1.20 -0.42
H 1.80 -1.77 -3.80
H 2.26 -3.40 -3.32
H 2.77 -2.00 -2.36
H -0.48 -2.88 -3.75
H -2.10 -3.91 -1.97
H -1.71 -2.49 -0.98
H -3.32 -2.70 -3.56
H -2.28 -1.31 -3.40
H -4.57 -2.09 -1.61
H -5.40 -1.17 -3.50
H -4.17 0.04 -3.70
H -5.43 0.18 -2.40
H -3.24 -1.23 0.05
H -4.09 0.17 -0.52
H -1.45 -0.25 -1.86
H -1.43 0.14 -0.16
C 1.14 1.84 0.38
C 1.37 2.75 1.57
N 1.12 2.11 2.85
C 1.07 3.03 3.96
C 2.34 3.81 4.32
C 1.86 0.88 3.08
C 3.39 0.93 3.01
H 0.14 1.41 0.41
H 1.23 2.39 -0.55
H 1.87 1.03 0.33
H 0.69 3.60 1.49
H 2.39 3.17 1.50
H 0.72 2.49 4.85
H 0.28 3.76 3.75
H 3.08 3.18 4.82
H 2.10 4.62 5.02
H 2.81 4.26 3.45
H 1.51 0.14 2.35
H 1.55 0.47 4.05
H 3.74 1.49 2.14
H 3.78 -0.09 2.92
H 3.83 1.36 3.91
C 4.57 3.87 -0.25
C 5.82 3.86 -1.13
N 5.96 2.65 -1.90
C 7.26 2.50 -2.51
C 7.68 3.51 -3.58
C 4.81 2.30 -2.74
C 4.35 3.31 -3.79
H 4.55 2.99 0.39
H 4.57 4.75 0.39
H 3.65 3.89 -0.84
H 6.69 3.96 -0.48
H 5.80 4.77 -1.77
H 7.33 1.49 -2.93
H 8.00 2.52 -1.71
H 7.16 3.35 -4.53
H 8.75 3.41 -3.79
H 7.51 4.54 -3.27
H 3.96 2.09 -2.08
H 5.01 1.34 -3.23
H 4.31 4.33 -3.39
H 3.35 3.05 -4.12
H 5.00 3.32 -4.67
C -6.52 -3.32 1.01
C -5.43 -4.01 1.83
N -4.86 -3.15 2.85
C -3.64 -3.68 3.43
C -3.73 -5.00 4.22
C -5.81 -2.58 3.79
C -6.70 -3.53 4.60
H -6.15 -2.38 0.59
H -6.82 -3.96 0.19
H -7.41 -3.11 1.60
H -4.63 -4.29 1.14
H -5.84 -4.95 2.24
H -3.20 -2.91 4.07
H -2.93 -3.83 2.62
H -4.19 -4.86 5.20
H -2.72 -5.38 4.40
H -4.28 -5.77 3.69
H -6.46 -1.90 3.23
H -5.27 -1.93 4.47
H -7.13 -4.32 3.98
H -7.53 -2.97 5.03
H -6.16 -4.00 5.42
*
```

Its orbital gap is 7.9 eV. As for the HOMO energy: -5.46 eV. The relative energy (zero: lowest compared OMol25 entry of this formula, charge and spin) comes out at 0.0 kJ/mol.


Max |F|? In order: 2.90 7.52 6.56 2.85 5.85 1.19 2.28 eV/Å.